one:
{
  "formula": "C4H12",
  "method": "ωB97M-V/def2-TZVPD",
  "spin_multiplicity": 2,
  "gap_ha": [0.105, 0.446],
  "charge": -1,
  "e_homo_ev": [1.55, -7.66],
  "symbols": ["C", "C", "H", "H", "H", "H", "H", "H", "C", "C", "H", "H", "H", "H", "H", "H"],
  "positions_angstrom": [[2.229, -0.540, 0.988], [1.648, -1.907, 0.846], [3.145, -0.472, 1.610], [2.641, -0.082, 0.085], [1.621, 0.217, 1.485], [2.250, -2.614, 0.247], [0.751, -1.908, 0.213], [1.414, -2.516, 1.719], [-1.849, 0.917, -1.548], [-2.051, 1.476, -0.180], [-1.311, -0.013, -1.723], [-2.789, 0.828, -2.122], [-1.385, 1.572, -2.309], [-2.614, 2.421, -0.155], [-1.126, 1.784, 0.312], [-2.575, 0.836, 0.531]]
}

two:
{
  "formula": "C4H12",
  "method": "ωB97M-V/def2-TZVPD",
  "spin_multiplicity": 2,
  "gap_ha": [0.102, 0.436],
  "charge": -1,
  "e_homo_ev": [1.58, -7.53],
  "symbols": ["C", "C", "H", "H", "H", "H", "H", "H", "C", "C", "H", "H", "H", "H", "H", "H"],
  "positions_angstrom": [[-1.812, 1.021, 0.181], [-1.235, 1.053, 1.616], [-1.669, 2.009, -0.269], [-2.896, 0.886, 0.198], [-1.419, 0.329, -0.554], [-0.894, 2.078, 1.796], [-0.347, 0.442, 1.742], [-2.065, 0.897, 2.302], [1.020, -0.552, -0.566], [2.007, -1.552, -1.220], [0.426, -0.028, -1.314], [1.660, 0.205, -0.101], [0.365, -1.098, 0.111], [2.683, -0.919, -1.797], [1.539, -2.362, -1.773], [2.574, -2.060, -0.437]]
}

Which of them is the most stable? Correct choice: two.

one:
{
  "formula": "C6H11P",
  "method": "ωB97M-V/def2-TZVPD",
  "spin_multiplicity": 1,
  "gap_ha": [0.271, 0.270],
  "e_homo_ev": [-8.96, -8.97],
  "symbols": ["C", "C", "C", "C", "C", "C", "P", "H", "H", "H", "H", "H", "H", "H", "H", "H", "H", "H"],
  "positions_angstrom": [[0.484, -0.992, -0.576], [1.446, 0.019, 0.170], [-0.298, -0.687, 1.759], [-0.656, -0.399, 0.324], [0.280, 0.468, 1.116], [-2.006, -0.022, -0.288], [1.258, 2.244, -3.192], [0.388, -0.759, -1.640], [0.751, -2.026, -0.359], [2.201, -0.528, 0.677], [1.828, 0.823, -0.651], [-1.280, -0.647, 2.340], [0.418, -1.433, 1.986], [-1.782, 0.859, -0.964], [-2.653, 0.335, 0.585], [-2.452, -0.731, -0.826], [0.258, 1.508, 1.442], [1.814, 1.969, -1.904]]
}

two:
{
  "formula": "C6H11P",
  "method": "ωB97M-V/def2-TZVPD",
  "spin_multiplicity": 1,
  "gap_ha": 0.328,
  "e_homo_ev": -8.80,
  "symbols": ["C", "P", "C", "C", "C", "C", "C", "H", "H", "H", "H", "H", "H", "H", "H", "H", "H", "H"],
  "positions_angstrom": [[0.357, 2.657, -0.377], [-0.114, 1.229, -1.134], [-0.036, 0.401, 0.380], [-1.254, 0.331, 1.080], [1.220, -0.404, 0.502], [2.467, -0.019, 0.925], [0.926, -1.694, -0.325], [0.456, 3.567, -1.007], [0.768, 2.673, 0.680], [-2.040, 0.858, 0.524], [-1.388, 0.069, 2.180], [3.327, -0.702, 0.879], [2.680, 0.989, 1.234], [0.292, -1.476, -1.251], [1.957, -2.074, -0.654], [0.467, -2.453, 0.294], [-2.356, -0.697, 0.456], [-2.685, -1.132, -0.069]]
}

Which of them is the most stable? Correct choice: two.

one:
{
  "formula": "C5H9NO",
  "method": "ωB97M-V/def2-TZVPD",
  "spin_multiplicity": 3,
  "gap_ha": [0.285, 0.193],
  "e_homo_ev": [-6.80, -7.80],
  "symbols": ["C", "C", "C", "C", "C", "N", "O", "H", "H", "H", "H", "H", "H", "H", "H", "H"],
  "positions_angstrom": [[-0.466, -0.034, 0.779], [0.644, 1.594, 0.761], [0.878, 0.125, 0.735], [2.018, -0.814, 0.999], [-2.068, -1.083, -2.339], [-0.805, 1.312, 0.865], [-1.248, -1.345, -1.490], [-1.167, -0.834, 0.514], [1.108, 2.236, 1.544], [0.808, 2.115, -0.198], [2.418, -0.768, 2.015], [2.796, -0.690, 0.171], [1.446, -1.772, 0.832], [-2.776, -1.839, -2.702], [-2.174, 0.014, -2.724], [-1.413, 1.783, 0.238]]
}

two:
{
  "formula": "C5H9NO",
  "method": "ωB97M-V/def2-TZVPD",
  "spin_multiplicity": 3,
  "gap_ha": [0.305, 0.389],
  "e_homo_ev": [-7.29, -10.84],
  "symbols": ["C", "C", "C", "C", "C", "N", "O", "H", "H", "H", "H", "H", "H", "H", "H", "H"],
  "positions_angstrom": [[0.248, 1.329, -0.718], [-0.607, 0.311, 0.007], [0.832, 0.682, -1.942], [-0.155, -1.137, 0.144], [-0.215, -1.803, 1.529], [0.875, -1.513, -0.707], [-0.381, -1.912, -1.004], [-0.468, 2.106, -1.006], [1.208, 1.703, -0.216], [-1.051, 0.649, 1.025], [-1.570, 0.369, -0.519], [0.206, 0.122, -2.694], [1.741, 1.114, -2.228], [0.646, -1.576, 2.075], [-0.425, -2.862, 1.404], [-1.249, -1.424, 2.051]]
}

Which of them is the most stable? Correct choice: two.

one:
{
  "formula": "C25H29IrN8O2SeSi2",
  "method": "ωB97M-V/def2-TZVPD",
  "spin_multiplicity": 5,
  "gap_ha": [0.190, 0.196],
  "e_homo_ev": [-6.51, -8.15],
  "symbols": ["Ir", "C", "Si", "C", "C", "C", "C", "C", "C", "C", "C", "N", "Si", "C", "C", "C", "H", "H", "H", "H", "H", "H", "H", "H", "H", "H", "H", "H", "H", "H", "H", "H", "H", "H", "H", "H", "H", "H", "O", "C", "O", "C", "C", "C", "C", "C", "N", "H", "H", "H", "H", "Se", "N", "C", "C", "C", "C", "N", "C", "N", "H", "H", "H", "N", "C", "N", "C", "N"],
  "positions_angstrom": [[-0.373, -6.481, 15.565], [-2.366, -10.836, 17.356], [-0.786, -10.689, 16.344], [0.069, -12.392, 16.376], [-1.256, -10.585, 14.456], [0.359, -9.481, 17.159], [1.341, -8.739, 16.498], [2.776, -8.726, 16.724], [3.667, -8.544, 15.679], [3.143, -8.313, 14.389], [1.789, -8.055, 14.237], [0.954, -7.979, 15.300], [0.026, -9.097, 18.978], [-1.499, -8.042, 19.421], [0.028, -10.806, 19.905], [1.389, -8.061, 19.737], [-2.874, -11.763, 17.042], [-2.980, -9.996, 16.969], [-2.274, -10.755, 18.421], [-0.409, -13.115, 15.696], [0.073, -12.791, 17.402], [1.085, -12.352, 16.093], [-1.648, -11.596, 14.263], [-0.296, -10.413, 13.928], [-2.017, -9.861, 14.232], [3.171, -8.949, 17.746], [4.757, -8.567, 15.839], [3.826, -8.316, 13.502], [1.391, -7.774, 13.247], [-1.535, -7.126, 18.885], [-1.690, -7.792, 20.493], [-2.321, -8.703, 19.145], [-0.678, -11.512, 19.402], [-0.288, -10.660, 20.918], [0.957, -11.363, 19.930], [1.307, -7.027, 19.402], [2.394, -8.414, 19.448], [1.305, -8.041, 20.836], [-3.958, -8.420, 15.781], [-3.015, -7.600, 15.824], [-1.759, -7.899, 16.127], [-3.225, -6.203, 15.638], [-4.481, -5.780, 15.221], [-4.706, -4.425, 15.127], [-3.706, -3.537, 15.482], [-2.434, -4.032, 15.795], [-2.148, -5.390, 15.851], [-5.139, -6.537, 14.822], [-5.659, -4.021, 14.785], [-4.003, -2.491, 15.554], [-1.622, -3.348, 16.097], [4.426, -5.218, 16.852], [4.535, -4.307, 15.288], [3.377, -4.285, 14.664], [3.092, -3.618, 13.464], [1.782, -3.764, 13.024], [0.752, -4.425, 13.750], [1.000, -5.120, 14.903], [2.278, -5.037, 15.416], [2.571, -5.303, 16.702], [3.860, -3.139, 12.886], [1.476, -3.387, 12.042], [-0.272, -4.359, 13.502], [1.167, -3.120, 21.146], [0.802, -3.444, 20.063], [0.381, -3.547, 18.833], [0.248, -4.617, 18.166], [0.105, -5.590, 17.477]]
}

two:
{
  "formula": "C25H29IrN8O2SeSi2",
  "method": "ωB97M-V/def2-TZVPD",
  "spin_multiplicity": 5,
  "gap_ha": [0.248, 0.204],
  "e_homo_ev": [-7.65, -8.19],
  "symbols": ["Ir", "C", "Si", "C", "C", "C", "C", "C", "C", "C", "C", "N", "Si", "C", "C", "C", "H", "H", "H", "H", "H", "H", "H", "H", "H", "H", "H", "H", "H", "H", "H", "H", "H", "H", "H", "H", "H", "H", "O", "C", "O", "C", "C", "C", "C", "C", "N", "H", "H", "H", "H", "Se", "N", "C", "C", "C", "C", "N", "C", "N", "H", "H", "H", "N", "C", "N", "C", "N"],
  "positions_angstrom": [[8.557, 8.238, 9.496], [11.127, 7.537, 13.506], [9.969, 7.433, 12.025], [8.570, 6.472, 12.808], [10.779, 6.161, 10.866], [9.529, 9.214, 11.241], [8.658, 10.214, 11.936], [7.564, 9.862, 12.754], [6.843, 10.821, 13.426], [7.262, 12.140, 13.366], [8.230, 12.473, 12.354], [8.933, 11.556, 11.684], [11.306, 10.053, 11.131], [11.928, 10.731, 12.836], [11.119, 11.373, 9.784], [12.750, 9.010, 10.700], [11.075, 6.588, 14.054], [10.777, 8.300, 14.224], [12.196, 7.719, 13.310], [8.995, 5.563, 13.261], [7.843, 6.149, 12.017], [8.036, 7.061, 13.562], [10.078, 5.308, 10.720], [11.708, 5.799, 11.345], [11.028, 6.524, 9.845], [7.247, 8.807, 12.769], [5.961, 10.421, 13.949], [6.849, 12.863, 14.055], [8.492, 13.522, 12.143], [11.110, 11.200, 13.455], [12.606, 11.520, 12.499], [12.471, 10.055, 13.495], [11.162, 12.418, 10.148], [10.083, 11.235, 9.399], [11.815, 11.203, 8.947], [12.645, 8.646, 9.645], [12.935, 8.088, 11.346], [13.534, 9.772, 10.719], [5.117, 6.004, 10.095], [6.238, 6.485, 9.757], [6.894, 7.482, 10.354], [6.952, 5.960, 8.530], [6.435, 5.017, 7.634], [7.169, 4.720, 6.508], [8.448, 5.261, 6.367], [8.927, 6.262, 7.186], [8.134, 6.580, 8.280], [5.485, 4.514, 7.859], [6.750, 3.983, 5.769], [9.010, 5.031, 5.486], [9.935, 6.652, 7.103], [9.043, 11.341, 5.374], [7.257, 11.724, 5.712], [6.886, 11.390, 6.924], [5.645, 11.680, 7.520], [5.359, 11.104, 8.731], [6.198, 10.158, 9.278], [7.411, 9.833, 8.727], [7.751, 10.462, 7.594], [8.928, 10.267, 6.915], [4.941, 12.339, 7.019], [4.469, 11.385, 9.301], [5.838, 9.634, 10.164], [13.301, 8.581, 7.425], [12.272, 9.018, 7.059], [11.163, 9.548, 6.579], [10.052, 9.499, 7.398], [9.927, 8.763, 8.450]]
}

Which of them is the most stable? Correct choice: two.